1.
A 5-piece molecular cluster, H10O5 overall. Source: the OMol25 dataset; level of theory: ωB97M-V with the def2-TZVPD basis set.

```
15
Properties=species:S:1:pos:R:3:forces:R:3
O 0.004 1.510 -1.663 -0.494 -0.929 -0.892
H 0.588 1.142 -2.349 0.391 0.460 0.391
H -0.753 0.925 -1.820 -0.153 0.355 0.379
O 3.030 -0.711 -1.139 0.421 0.236 0.323
H 3.956 -0.757 -0.862 -0.268 -0.153 -0.260
H 2.690 0.025 -0.587 -0.092 -0.211 -0.173
O -4.313 -1.806 0.742 -0.551 1.161 -1.096
H -5.171 -1.385 0.561 -0.267 -0.592 0.806
H -3.882 -1.341 0.005 0.820 -0.564 0.297
O -0.458 -0.470 1.832 0.576 0.084 -0.803
H -0.376 -0.876 2.697 -0.573 0.275 0.088
H -1.242 0.077 1.729 -0.056 -0.314 0.706
O 1.875 1.385 0.195 0.391 0.215 0.325
H 1.987 1.673 1.112 -0.423 -0.267 -0.351
H 0.938 1.254 -0.029 0.278 0.243 0.261
```
Forces are in eV/Å.

Summary:
HOMO level, eV: -10.439
LUMO energy, eV: 0.2
Max |F|, eV/Å: 1.689
Molecular weight, u: 90.075
SMILES: O.O.O.O.O

Here are the natural (NBO) charges for atoms 1 to 4, given in e: atom 1 (O): -0.94, atom 2 (H): 0.49, atom 3 (H): 0.47, atom 4 (O): -0.98

2.
A 5-piece molecular cluster, H10O5 overall. Source: the OMol25 dataset; level of theory: ωB97M-V with the def2-TZVPD basis set.

```
15
Properties=species:S:1:pos:R:3:forces:R:3
O 1.903 0.702 -0.447 -0.120 0.656 -2.416
H 1.202 1.308 -0.811 0.681 -0.993 0.362
H 1.797 0.870 0.461 -0.217 0.069 2.068
O -0.596 1.702 -0.189 -0.677 1.164 -0.534
H -1.279 1.093 -0.569 0.669 0.182 0.284
H -0.984 2.583 -0.264 0.211 -0.025 0.064
O -1.698 -0.450 -0.511 1.129 -1.659 -0.637
H -2.547 -0.790 -0.779 -0.175 -0.433 -0.193
H -0.905 -1.101 -0.767 -1.357 1.359 0.352
O 0.610 -1.753 -0.552 0.209 -0.460 -0.039
H 0.360 -2.024 0.357 0.879 0.560 -0.535
H 1.423 -1.168 -0.537 -1.409 -0.300 0.365
O 0.030 -0.270 1.629 0.981 -0.587 0.259
H -0.374 -0.106 2.462 -0.314 0.205 1.216
H -0.680 -0.115 1.014 -0.490 0.262 -0.618
```
Forces are in eV/Å.

Summary:
HOMO level, eV: -10.668
LUMO energy, eV: 0.5
Max |F|, eV/Å: 2.506
Molecular weight, u: 90.075
SMILES: O.O.O.O.O

Here are the natural (NBO) charges for atoms 1 to 4, given in e: atom 1 (O): -0.98, atom 2 (H): 0.50, atom 3 (H): 0.48, atom 4 (O): -1.00

3.
A 5-piece molecular cluster, H10O5 overall. Source: the OMol25 dataset; level of theory: ωB97M-V with the def2-TZVPD basis set.

```
15
Properties=species:S:1:pos:R:3:forces:R:3
O -7.949 4.831 -30.782 -0.864 0.079 1.296
H -8.770 5.342 -30.711 0.467 -0.276 -0.058
H -7.675 4.872 -31.699 0.150 0.093 -0.598
O -7.667 8.140 -31.910 -0.062 0.700 0.889
H -7.729 7.618 -32.693 -0.157 -0.691 -0.822
H -8.547 8.123 -31.510 0.276 -0.041 -0.130
O -5.143 2.097 -32.393 0.794 -1.421 -1.199
H -5.143 1.321 -33.004 0.438 0.818 0.729
H -6.072 2.248 -32.339 -1.223 0.635 0.493
O -7.018 4.934 -33.190 0.293 2.600 2.022
H -7.162 4.307 -33.827 -0.342 -2.343 -2.528
H -6.089 5.224 -33.214 0.091 -0.431 -0.221
O -4.492 5.827 -33.185 -2.060 0.795 0.647
H -3.592 5.716 -33.393 1.654 -0.029 -0.191
H -4.637 6.639 -32.665 0.545 -0.487 -0.329
```
Forces are in eV/Å.

Summary:
HOMO level, eV: -10.378
LUMO energy, eV: 0.5
Max |F|, eV/Å: 3.463
Molecular weight, u: 90.075
SMILES: O.O.O.O.O

Here are the natural (NBO) charges for atoms 1 to 4, given in e: atom 1 (O): -0.98, atom 2 (H): 0.45, atom 3 (H): 0.49, atom 4 (O): -0.94

4.
H10O5 as an isolated structure. Source: the OMol25 dataset; level of theory: ωB97M-V with the def2-TZVPD basis set.

```
15
Properties=species:S:1:pos:R:3:forces:R:3
O -0.130 1.171 -1.488 -1.590 8.127 -8.265
H -0.883 1.741 -1.327 -0.067 0.509 0.132
H -0.288 0.806 -2.359 0.322 -0.400 -0.518
O 0.009 -0.236 -0.129 -11.730 4.768 6.853
H -0.659 0.059 0.490 0.420 -1.539 -0.748
H 0.128 0.504 -0.724 0.877 -0.273 1.457
O -1.008 0.831 1.240 -4.128 4.407 5.044
H -1.143 0.311 2.032 -0.018 0.099 0.956
H -1.843 0.783 0.775 -1.201 0.633 0.368
O 1.610 -0.278 1.217 4.425 0.556 4.842
H 0.830 -0.103 0.690 0.945 -0.089 0.479
H 1.326 -0.930 1.857 0.417 -0.304 0.122
O 1.064 -1.546 -0.851 8.214 -10.767 -6.178
H 0.499 -0.804 -0.637 2.978 -5.360 -4.283
H 0.490 -2.310 -0.786 0.136 -0.368 -0.261
```
Forces are in eV/Å.

Summary:
HOMO level, eV: -7.406
LUMO energy, eV: -0.6
Max |F|, eV/Å: 14.886
Molecular weight, u: 90.075

Here are the natural (NBO) charges for atoms 1 to 4, given in e: atom 1 (O): -0.81, atom 2 (H): 0.49, atom 3 (H): 0.52, atom 4 (O): -0.88

5.
A 5-piece molecular cluster, H10O5 overall. Source: the OMol25 dataset; level of theory: ωB97M-V with the def2-TZVPD basis set.

```
15
Properties=species:S:1:pos:R:3:forces:R:3
O -5.947 20.771 -19.524 0.035 0.046 -0.053
H -6.143 19.836 -19.627 0.001 -0.015 -0.021
H -6.813 21.197 -19.460 -0.052 -0.106 0.134
O -8.698 21.824 -19.151 -0.255 0.060 -0.109
H -9.247 21.826 -18.347 0.258 -0.037 0.030
H -8.678 22.740 -19.448 0.007 0.012 -0.015
O -7.652 21.009 -15.174 -0.092 0.020 0.165
H -8.437 21.469 -15.500 0.172 -0.072 -0.093
H -7.518 20.279 -15.784 0.060 0.037 -0.058
O -10.534 20.231 -20.931 -0.115 0.006 0.026
H -10.035 20.257 -21.751 0.010 -0.019 -0.011
H -10.027 20.781 -20.320 0.185 0.010 -0.027
O -10.019 21.890 -16.650 -0.239 0.095 0.057
H -10.473 22.734 -16.547 0.024 0.017 0.051
H -10.636 21.232 -16.308 0.000 -0.053 -0.075
```
Forces are in eV/Å.

Summary:
HOMO level, eV: -10.970
LUMO energy, eV: -0.1
Max |F|, eV/Å: 0.284
Molecular weight, u: 90.075
SMILES: O.O.O.O.O

Here are the natural (NBO) charges for atoms 1 to 4, given in e: atom 1 (O): -0.96, atom 2 (H): 0.46, atom 3 (H): 0.49, atom 4 (O): -0.99

6.
A 5-piece molecular cluster, H11NO4 overall. Source: the OMol25 dataset; level of theory: ωB97M-V with the def2-TZVPD basis set.

```
16
Properties=species:S:1:pos:R:3:forces:R:3
N 0.606 1.359 -3.705 -0.065 3.871 1.006
H -0.285 1.441 -4.021 -3.192 0.093 -0.928
H 1.148 2.000 -4.218 1.379 -0.042 -0.396
H 0.823 0.477 -3.509 1.836 -3.962 0.351
O -0.305 0.050 2.496 2.396 -1.589 -3.284
H 0.073 -0.155 3.340 0.394 -0.288 0.828
H 0.382 -0.388 1.785 -2.634 1.528 2.686
O -0.502 -2.984 1.185 2.700 0.218 1.087
H -1.335 -3.039 0.787 -1.731 0.316 -1.106
H 0.012 -2.237 0.819 -1.015 -0.599 -0.124
O 0.411 -0.585 -0.775 -1.419 0.778 2.494
H 0.974 -1.092 -1.313 0.759 -0.210 -1.698
H -0.063 0.186 -1.124 0.727 -0.671 -0.588
O -0.341 2.220 1.035 -0.359 0.260 1.030
H 0.019 2.156 0.152 0.504 -0.483 0.253
H -0.089 1.519 1.709 -0.280 0.781 -1.611
```
Forces are in eV/Å.

Summary:
HOMO level, eV: -10.361
LUMO energy, eV: 0.3
Max |F|, eV/Å: 4.381
Molecular weight, u: 89.091
SMILES: N.O.O.O.O

Here are the natural (NBO) charges for atoms 1 to 4, given in e: atom 1 (N): -1.08, atom 2 (H): 0.35, atom 3 (H): 0.38, atom 4 (H): 0.36

7.
A 2-piece molecular cluster, H11NSi4 overall. Source: the OMol25 dataset; level of theory: ωB97M-V with the def2-TZVPD basis set.

```
16
Properties=species:S:1:pos:R:3:forces:R:3
N 3.116 0.445 0.961 -0.277 0.343 -1.632
Si -2.331 1.632 0.041 -1.175 0.472 -0.218
Si 2.523 0.316 -0.634 -1.314 -1.413 -1.141
Si -2.231 -0.746 0.245 -2.069 -0.680 -0.808
Si -0.321 -1.918 -0.134 1.583 1.334 -2.821
H 4.037 0.753 1.064 1.541 0.518 0.427
H 2.704 0.182 1.807 -0.816 -0.391 0.896
H -0.958 2.101 0.369 -0.134 0.114 -0.332
H -3.267 2.317 1.181 0.959 -0.985 -1.489
H -2.860 1.969 -1.433 0.696 -0.113 1.673
H 3.328 -0.501 -1.603 0.067 -0.380 0.693
H 2.478 1.458 -1.633 -0.393 0.286 1.065
H -3.098 -1.639 -0.844 0.761 1.436 1.279
H -2.933 -0.913 1.556 0.310 -0.308 -0.097
H -0.386 -2.497 -1.613 -0.042 0.616 1.479
H 0.200 -2.959 0.669 0.302 -0.847 1.026
```
Forces are in eV/Å.

Summary:
HOMO level (spin up / spin down), eV: -7.603 / -7.480
LUMO energy (spin up / spin down), eV: -0.8 / -0.7
Max |F|, eV/Å: 3.499
Molecular weight, u: 137.439

Here are the natural (NBO) charges for atoms 1 to 4, given in e: atom 1 (N): -1.31, atom 2 (Si): 0.39, atom 3 (Si): 0.97, atom 4 (Si): 0.10

8.
A 6-piece molecular cluster, H11O5S overall. Source: the OMol25 dataset; level of theory: ωB97M-V with the def2-TZVPD basis set.

```
17
Properties=species:S:1:pos:R:3:forces:R:3
S 0.287 -0.745 1.157 0.517 -0.198 0.003
H 1.298 -1.631 1.310 -0.275 0.107 0.013
H 1.786 0.883 0.645 -0.034 0.123 -0.033
H 2.138 2.293 1.084 -0.034 0.142 0.066
O 2.278 1.689 0.353 0.034 -0.215 -0.011
H -1.534 0.339 -3.783 -0.380 -0.025 0.205
H -0.086 0.311 -3.285 -0.216 0.108 -0.301
O -0.638 0.421 -4.097 0.495 -0.053 0.012
H 1.380 1.103 -1.609 -0.090 -0.140 -0.053
H 0.857 -0.210 -1.072 -0.321 -0.122 0.105
O 0.967 0.278 -1.908 0.425 0.225 0.046
H -2.008 -1.389 -0.541 0.197 -0.032 -0.165
H -2.248 -0.307 0.420 0.154 0.245 0.188
O -2.536 -0.590 -0.450 -0.415 -0.174 -0.122
H -1.362 -0.550 3.852 0.096 -0.116 0.188
H 0.030 -0.973 3.594 -0.054 -0.018 -0.011
O -0.608 -0.921 4.330 -0.098 0.144 -0.132
```
Forces are in eV/Å.

Summary:
HOMO level, eV: -4.686
Charge: -1
LUMO energy, eV: 3.7
Max |F|, eV/Å: 0.554
Molecular weight, u: 123.150

Here are the natural (NBO) charges for atoms 1 to 4, given in e: atom 1 (S): -1.03, atom 2 (H): 0.12, atom 3 (H): 0.50, atom 4 (H): 0.46

9.
A 6-piece molecular cluster, H11O5S overall. Source: the OMol25 dataset; level of theory: ωB97M-V with the def2-TZVPD basis set.

```
17
Properties=species:S:1:pos:R:3:forces:R:3
S -1.022 -0.001 -1.470 0.307 -0.377 -0.765
H -1.959 0.602 -0.789 -0.624 0.476 0.630
H 0.626 -1.159 -0.751 -0.013 -0.353 0.415
H 2.071 -0.936 -0.466 0.170 -0.118 0.048
O 1.406 -1.626 -0.356 -0.070 0.376 -0.057
H 0.750 -1.628 1.915 -0.374 0.401 -0.425
H -0.560 -0.922 2.496 0.507 -0.289 -0.500
O 0.210 -1.473 2.700 -0.097 -0.101 0.659
H -2.012 -1.707 -0.178 -0.570 0.109 -0.019
H -1.393 -2.431 0.891 0.664 -0.532 0.775
O -2.278 -2.241 0.603 -0.097 0.408 -0.688
H -0.412 2.787 -0.505 0.319 0.046 -0.274
H 0.063 2.702 0.896 0.331 0.289 -0.250
O 0.251 3.195 0.078 -0.610 -0.441 0.540
H 0.846 1.109 -1.880 0.119 0.226 -0.140
H 1.737 2.107 -1.178 -0.072 0.227 0.129
O 1.676 1.623 -2.005 0.108 -0.345 -0.081
```
Forces are in eV/Å.

Summary:
HOMO level, eV: -4.565
Charge: -1
LUMO energy, eV: 3.5
Max |F|, eV/Å: 1.151
Molecular weight, u: 123.150

Here are the natural (NBO) charges for atoms 1 to 4, given in e: atom 1 (S): -0.98, atom 2 (H): 0.11, atom 3 (H): 0.49, atom 4 (H): 0.47

10.
A 6-piece molecular cluster, H11O6 overall. Source: the OMol25 dataset; level of theory: ωB97M-V with the def2-TZVPD basis set.

```
17
Properties=species:S:1:pos:R:3:forces:R:3
O -0.100 0.305 0.745 0.916 0.248 0.342
H 0.160 1.075 0.241 -0.669 -0.053 -0.405
O -1.853 -1.348 1.020 0.433 0.171 0.273
H -1.322 -1.994 1.501 -0.028 -0.120 -0.348
H -1.100 -0.542 0.823 -0.451 -0.230 -0.253
O -0.631 1.450 -3.218 -0.437 -0.606 1.004
H -1.385 0.872 -3.016 -0.072 0.150 -0.648
H -0.264 1.411 -2.319 0.522 0.378 -0.261
O 1.916 2.780 0.929 -0.594 -0.176 0.204
H 1.628 1.861 0.813 0.437 -0.366 -0.063
H 1.160 3.062 1.461 0.191 0.375 0.030
O 2.967 -2.179 -2.731 -0.526 -0.616 -0.800
H 2.418 -1.968 -3.502 0.217 0.639 0.234
H 2.748 -3.119 -2.688 0.329 -0.011 0.565
O -2.462 -0.408 3.453 0.125 -0.400 -0.237
H -2.232 -0.762 2.532 -0.357 0.505 0.502
H -1.647 -0.498 3.957 -0.035 0.113 -0.140
```
Forces are in eV/Å.

Summary:
HOMO level, eV: -4.813
Charge: -1
LUMO energy, eV: 3.1
Max |F|, eV/Å: 1.252
Molecular weight, u: 107.082

Here are the natural (NBO) charges for atoms 1 to 4, given in e: atom 1 (O): -1.24, atom 2 (H): 0.41, atom 3 (O): -1.05, atom 4 (H): 0.44

11.
A 7-piece molecular cluster, H12IO6 overall. Source: the OMol25 dataset; level of theory: ωB97M-V with the def2-TZVPD basis set.

```
19
Properties=species:S:1:pos:R:3:forces:R:3
I 1.133 0.564 0.257 0.001 0.377 -0.062
O -1.451 -0.599 2.543 0.941 -0.009 -0.174
H -2.213 -0.068 2.362 -0.828 0.414 -0.105
H -0.779 -0.223 1.931 -0.233 -0.317 0.278
O 3.635 -2.036 -0.275 0.539 -0.671 0.003
H 3.910 -1.815 -1.158 0.290 -0.120 -0.652
H 3.175 -1.241 -0.037 -0.808 0.733 0.620
O -1.718 -0.452 -1.591 0.077 0.324 0.076
H -0.944 -0.749 -2.079 0.042 -0.189 0.049
H -1.303 0.036 -0.854 -0.219 -0.264 -0.173
O -0.025 1.894 -3.187 0.867 1.279 -0.420
H -0.636 1.464 -3.767 -0.597 -0.655 0.095
H 0.028 1.470 -2.334 -0.210 -0.546 0.388
O -1.946 2.551 0.618 -0.047 -0.599 1.021
H -1.727 3.020 -0.176 0.362 0.214 -0.634
H -1.131 2.081 0.888 -0.254 0.358 -0.405
O 0.837 -2.315 2.213 0.732 -0.228 0.021
H 1.148 -1.425 1.994 0.072 -0.177 -0.196
H 0.010 -2.150 2.650 -0.728 0.076 0.270
```
Forces are in eV/Å.

Summary:
HOMO level, eV: -5.334
Charge: -1
LUMO energy, eV: 3.3
Max |F|, eV/Å: 1.601
Molecular weight, u: 234.994

Here are the natural (NBO) charges for atoms 1 to 4, given in e: atom 1 (I): -0.91, atom 2 (O): -0.98, atom 3 (H): 0.47, atom 4 (H): 0.49

12.
A 7-piece molecular cluster, H12IO6 overall. Source: the OMol25 dataset; level of theory: ωB97M-V with the def2-TZVPD basis set.

```
19
Properties=species:S:1:pos:R:3:forces:R:3
I -16.357 15.279 0.703 0.019 -0.071 0.045
O -15.175 18.572 1.195 -0.184 -0.012 0.513
H -15.489 17.664 1.395 0.238 0.470 -0.264
H -14.605 18.816 1.940 -0.153 -0.294 -0.358
O -13.341 14.954 -1.446 0.596 0.200 -0.401
H -14.050 15.462 -1.037 -0.320 -0.143 0.171
H -13.163 15.427 -2.274 -0.179 -0.274 0.302
O -19.142 17.389 1.803 0.071 -0.117 -0.048
H -18.519 18.112 1.919 0.050 0.076 -0.014
H -18.577 16.687 1.434 -0.115 0.065 0.061
O -17.718 12.849 -1.519 -0.220 -0.187 -0.125
H -17.197 13.306 -0.849 -0.016 0.373 0.362
H -17.052 12.390 -2.026 0.190 -0.191 -0.288
O -15.843 16.210 -2.829 -0.460 -0.456 0.066
H -16.373 15.738 -2.146 0.542 0.484 -0.375
H -15.308 16.838 -2.339 -0.180 0.126 0.267
O -13.004 16.406 1.379 3.177 0.828 0.037
H -13.797 15.950 1.245 -2.210 -1.279 -0.394
H -12.334 15.931 0.840 -0.847 0.403 0.442
```
Forces are in eV/Å.

Summary:
HOMO level, eV: -5.271
Charge: -1
LUMO energy, eV: 3.3
Max |F|, eV/Å: 3.284
Molecular weight, u: 234.994

Here are the natural (NBO) charges for atoms 1 to 4, given in e: atom 1 (I): -0.92, atom 2 (O): -0.97, atom 3 (H): 0.49, atom 4 (H): 0.46

> Which value of molecular weight does entry 10 give?

107.082 u

> Look up the max |F| of the third one.

3.463 eV/Å